1.
Density functional theory data (ωB97M-V with the def2-TZVPD basis set) for an isolated molecule of C3H3NOS at a distorted geometry.

XYZ file:
```
9
Properties=species:S:1:pos:R:3:forces:R:3:lowdin_spin:R:1
N 0.9285 0.5287 -0.0953 2.8700 1.4875 1.2435 0.553
O 0.3543 -1.7599 0.0983 1.2270 -1.9325 -0.0095 0.408
C -2.5376 0.2766 -0.0521 0.8979 -0.1823 -0.2671 0.191
H 0.6095 1.4236 0.4038 0.2699 -1.3700 -0.8978 0.011
C -0.0442 -0.6144 0.0629 -3.5410 2.9661 -0.9734 0.328
S 2.6841 0.4479 0.2196 -2.3297 -0.2243 -0.6169 0.395
H -3.5342 0.4172 0.0303 -2.3959 0.6458 0.0861 0.021
C -1.3869 -0.0496 -0.1451 3.4377 -1.6241 1.0963 0.072
H 2.9265 -0.6702 -0.5224 -0.4359 0.2338 0.3389 0.021
```
Positions in Å, forces in eV/Å.

Properties
Energy = -644.04619 Ha
Multiplicity = 3
Energy above the lowest of the compared OMol25 structures with the same formula, charge and spin = 3.902 eV
Total charge = 0


2.
Density functional theory data (ωB97M-V with the def2-TZVPD basis set) for an isolated molecule of C3H3NOS2 at a distorted geometry.

XYZ file:
```
10
Properties=species:S:1:pos:R:3:forces:R:3:lowdin_charge:R:1
H 0.5975 1.4914 1.4492 0.5752 2.2885 0.8652 0.049
C -0.0950 -2.1772 0.9314 1.2347 0.7135 1.0257 -0.022
N -0.1970 -1.3351 -0.0627 -0.1122 -1.4080 0.9056 -0.091
S 1.8287 -0.2289 3.5876 -0.2249 -1.5056 -1.2367 0.231
C 0.4023 0.5379 1.1523 -1.3455 -4.4948 -1.4004 -0.174
H -0.1568 0.6523 -0.9070 -0.1333 0.1428 -0.8210 0.108
O -0.8598 -0.9367 3.0790 -0.1147 -0.6455 -0.6191 -0.472
H -0.5500 -1.9023 -0.7988 -0.4667 0.5771 -1.5886 0.123
C 0.0148 0.0733 -0.0378 0.6972 0.6963 1.5941 -0.127
S 0.4033 -0.9195 2.3394 -0.1098 3.6357 1.2751 0.374
```
Positions in Å, forces in eV/Å.

Properties
Energy = -1042.29795 Ha
Multiplicity = 1
Energy above the lowest of the compared OMol25 structures with the same formula, charge and spin = 5.462 eV
Total charge = 0


3.
Density functional theory data (ωB97M-V with the def2-TZVPD basis set) for an isolated molecule of C3H3NOS2 at a distorted geometry.

XYZ file:
```
10
Properties=species:S:1:pos:R:3:forces:R:3:lowdin_charge:R:1
C 0.6369 0.4130 0.6175 1.9104 0.7469 0.5745 -0.096
C 0.0732 1.3502 -0.1682 -0.3858 0.9549 0.2661 -0.251
O -0.9106 1.2820 -1.0305 -2.2111 -1.4268 -1.4848 -0.469
S -1.4239 -0.1129 -1.9953 1.3436 0.2728 1.2284 0.597
S -1.6186 -1.7761 -0.7457 -0.2399 1.1536 0.4362 0.534
N -0.3493 -1.9195 0.2736 1.4251 0.9624 0.2013 -0.426
H 1.3450 -1.3982 1.2340 -0.1607 -0.6773 0.7959 0.093
C 0.4720 -1.0056 0.7459 -0.9490 -1.3069 -1.6986 -0.253
H 1.5729 0.7196 1.2186 -1.8739 0.0062 -0.9963 0.130
H 0.2024 2.4475 -0.1499 1.1413 -0.6857 0.6773 0.141
```
Positions in Å, forces in eV/Å.

Properties
Structure (SMILES) = c1cnssoc1
Energy = -1042.39239 Ha
Multiplicity = 1
Energy above the lowest of the compared OMol25 structures with the same formula, charge and spin = 2.892 eV
Total charge = 0


4.
Density functional theory data (ωB97M-V with the def2-TZVPD basis set) for a structure of composition C3H3NOS2 at a distorted geometry.

XYZ file:
```
10
Properties=species:S:1:pos:R:3:forces:R:3:lowdin_charge:R:1
C -0.2440 1.3845 -0.0894 -2.9840 3.7371 1.2419 -0.166
H 0.6570 -2.3635 -0.0226 0.5932 -1.0263 0.1163 -0.200
S 1.9361 -1.9198 -0.0231 -3.0379 2.0288 -0.5172 0.714
C 0.9373 -0.2550 -0.1833 4.8216 -4.0107 -0.5044 -0.619
C -0.4407 0.0593 -0.1783 0.0839 -1.2232 0.4470 -0.560
H -1.0170 2.2281 0.0409 1.4305 -1.5051 -0.2975 0.166
N 1.8323 0.7024 -0.2249 -1.7326 -0.6125 1.3069 0.038
S -1.8277 -1.1821 -0.1461 -0.7469 3.0803 1.7108 0.673
H -2.8572 -0.4458 0.7960 2.5312 -1.4584 -2.0311 -0.006
O 1.0239 1.7920 0.0310 -0.9590 0.9900 -1.4729 -0.041
```
Positions in Å, forces in eV/Å.

Properties
Energy = -1042.35373 Ha
Multiplicity = 1
Energy above the lowest of the compared OMol25 structures with the same formula, charge and spin = 3.944 eV
Total charge = 0